DFT (the ωB97M-V functional and the def2-TZVPD basis) results for a gas-phase ion, C3H7N2O (charge +1).

Computed properties:
**2S+1**: 1
**E**: -302.779024 Eh
**Total charge**: +1
**HOMO energy (alpha / beta)**: -0.5166 / -0.5218 Ha
**ΔE to the lowest compared entry with this formula, charge and spin**: 7.102 eV
**HOMO-LUMO gap (alpha / beta)**: 8.401 / 9.006 eV

Bonds (Å) are listed after each position.
Element x y z (Å)
1 C 0.765 0.861 -1.043  N5 1.219, H7 1.159
2 C 1.239 -0.262 0.966  N5 1.471, O6 1.377, H8 1.069, H9 1.201
3 C -1.972 -0.479 -0.332  N4 1.388, H10 1.041, H11 1.061, H12 1.077
4 N -0.625 -0.803 -0.259  C3 1.388, O6 1.370
5 N 1.519 0.718 -0.096  C1 1.219, C2 1.471, H13 1.086
6 O -0.127 -0.437 0.964  C2 1.377, N4 1.370
7 H 0.536 1.502 -1.981  C1 1.159
8 H 1.828 -1.112 0.693  C2 1.069
9 H 1.479 0.189 2.053  C2 1.201
10 H -2.349 0.365 0.147  C3 1.041
11 H -2.240 -0.351 -1.350  C3 1.061
12 H -2.528 -1.327 0.032  C3 1.077
13 H 2.475 1.136 0.205  N5 1.086